# 1
Density functional theory data (ωB97M-V/def2-TZVPD) for a molecular structure, C33H60BrN3NaOSSi3.

Last column: Löwdin charge in e.
Element x y z (Å)
Br 2.735 -0.569 0.025  0.84
S 1.067 1.853 -2.981  0.65
Si -2.029 4.331 -1.840  0.33
Si -0.604 4.942 0.779  0.42
Si -2.512 2.541 0.580  0.35
Na 0.137 1.275 0.506  0.19
O -0.011 -0.714 1.181  -0.20
N 1.466 3.130 1.490  0.05
N 0.358 -0.676 -2.785  0.01
N 2.285 -0.281 -4.016  -0.02
C 3.055 3.391 3.268  -0.08
C 1.305 4.983 2.972  -0.08
C 2.451 -5.849 0.772  -0.56
C -1.405 3.710 -0.249  -0.45
C 0.013 -1.970 -3.365  -0.23
C -2.209 -1.795 2.533  -0.06
C 3.106 -1.420 -3.591  -0.27
C 2.539 2.718 2.173  -0.14
C -2.477 0.875 -0.361  -0.17
C -1.698 5.853 2.046  -0.18
C -4.356 2.954 0.738  -0.19
C -1.367 -3.785 3.711  -0.06
C 0.042 -3.099 -2.346  -0.07
C 1.811 -2.112 0.663  -0.55
C -2.475 -4.016 1.476  -0.05
C 1.777 -4.488 0.940  -0.20
C 2.762 -6.092 -0.713  -0.06
C 1.254 0.215 -3.255  -0.90
C -2.903 3.028 -2.903  -0.20
C -0.705 5.056 -2.994  -0.21
C 3.822 -2.029 -4.783  -0.09
C 0.318 6.316 -0.139  -0.18
C -1.951 2.228 2.380  -0.15
C -0.142 -3.090 1.636  -0.09
C 1.565 -6.994 1.264  -0.07
C 2.438 -3.328 0.546  -0.13
C 2.413 4.550 3.679  -0.08
C 0.496 -1.891 1.178  -0.42
C 0.507 -4.315 1.477  -0.01
C 3.764 -5.884 1.569  -0.05
C 0.839 4.262 1.867  -0.29
C -1.525 -3.147 2.319  -0.53
C -3.318 5.718 -1.655  -0.19
H -1.572 -1.107 3.085  0.08
H -4.841 3.020 -0.242  0.01
H -0.913 -4.777 3.661  0.07
H 3.572 -5.697 2.628  0.09
H 0.837 6.950 0.589  0.02
H -0.355 6.952 -0.724  0.02
H -3.656 6.087 -2.631  0.02
H -4.195 5.372 -1.096  0.01
H -0.989 -1.889 -3.796  0.12
H -2.615 2.764 3.067  0.03
H 3.254 -7.061 -0.854  0.08
H 2.838 0.490 -4.359  0.10
H 4.421 -2.887 -4.472  0.07
H 1.841 -6.083 -1.302  0.08
H -2.099 1.064 -1.373  0.00
H 4.250 -6.861 1.471  0.08
H -1.826 5.264 2.962  0.02
H -0.343 -0.252 -2.197  0.10
H -0.027 -5.198 1.810  0.08
H -3.486 -3.981 1.895  0.08
H -2.472 -1.315 1.592  0.07
H -0.940 2.599 2.573  0.01
H 3.828 -1.098 -2.835  0.09
H -2.692 6.006 1.614  0.02
H -3.472 0.426 -0.458  0.04
H 4.463 -5.122 1.217  0.07
H -2.519 -3.645 0.450  0.08
H 2.773 5.104 4.538  0.10
H -2.892 6.567 -1.105  0.01
H 3.438 -3.365 0.126  0.10
H 2.474 -2.160 -3.107  0.08
H 3.926 3.007 3.784  0.10
H -0.914 4.763 -4.029  0.02
H -2.346 -3.883 4.192  0.08
H -3.287 3.512 -3.808  0.02
H -3.746 2.546 -2.396  0.02
H -4.508 3.908 1.254  0.02
H 1.331 -6.891 2.326  0.08
H 4.493 -1.303 -5.249  0.07
H 0.783 5.885 3.272  0.09
H -2.195 2.251 -3.212  0.01
H -0.736 -3.157 4.344  0.09
H 2.999 1.794 1.831  0.06
H 0.688 -2.164 -4.195  0.10
H -0.634 -2.891 -1.512  0.08
H 1.036 -3.227 -1.919  0.05
H -1.300 6.835 2.327  0.02
H 0.624 -7.039 0.709  0.08
H -1.973 1.168 2.656  0.02
H -2.160 -5.062 1.446  0.07
H -4.861 2.168 1.311  0.02
H 0.292 4.684 -2.744  -0.01
H 3.104 -2.357 -5.538  0.07
H 3.421 -5.318 -1.112  0.07
H -0.265 -4.040 -2.810  0.08
H 2.085 -7.945 1.124  0.08
H -3.130 -1.961 3.104  0.08
H -1.835 0.120 0.105  -0.01
H -0.678 6.149 -2.957  0.02
H 1.064 5.897 -0.821  0.03

The value obtained for the HOMO-LUMO gap is 0.22605 Eh. The value obtained for the total energy is -150646.9603 eV. The net charge is -1. Its energy above the lowest of the compared OMol25 structures with the same formula, charge and spin is 19.6 kcal/mol. The calculation puts the LUMO energy at 0.077 Ha.



# 2
Density functional theory data (ωB97M-V/def2-TZVPD) for a molecular structure, C41H38N5OPS2Ti at a distorted geometry.

Last column: Löwdin spin population.
Element x y z (Å)
Ti -0.765 -0.396 0.102  0.81
S -3.076 -0.992 -0.225  0.00
S -1.283 3.354 -1.311  0.00
P 1.836 -2.392 1.532  0.11
O -1.533 1.464 1.002  0.01
N 0.348 2.466 1.758  0.01
N -3.657 2.252 -1.941  0.00
N -1.954 0.958 -2.393  0.01
N 0.169 0.352 -1.526  0.00
N 0.050 -0.568 1.775  0.00
C 3.409 1.750 3.658  0.01
C -5.961 -3.526 0.879  0.00
C -1.744 3.590 2.104  0.00
C -0.687 -1.355 2.604  0.01
C -0.499 -1.807 3.871  0.00
C -3.090 0.363 -2.910  0.00
C -0.978 2.400 1.576  0.01
C -0.263 0.208 -3.912  0.00
C -4.132 -1.958 0.800  0.00
C 1.897 -0.326 -3.078  0.00
C 3.311 -3.471 1.620  0.01
C 2.422 -0.733 1.927  0.24
C 4.556 -3.228 1.048  0.00
C 3.113 -4.648 2.335  0.00
C 1.427 -0.488 4.635  0.01
C -0.424 -2.576 -1.862  0.02
C 1.160 0.627 3.674  0.03
C 0.608 -1.539 4.743  0.00
C 5.593 -4.121 1.242  0.00
C 1.230 0.159 2.173  0.03
C -4.137 1.156 -2.611  0.00
C -5.932 -3.500 2.264  0.00
C 4.144 0.705 3.046  0.25
C -4.151 -1.884 2.191  0.00
C 3.692 -0.434 2.392  -0.01
C 2.088 1.761 3.944  0.20
C 0.314 -3.411 -2.686  0.00
C 1.278 1.449 1.298  0.02
C 1.026 -0.238 -4.170  0.05
C -0.644 0.493 -2.615  0.03
C 4.142 -5.554 2.507  0.00
C -2.306 2.157 -1.826  0.00
C 1.317 -2.605 -0.238  0.04
C -5.037 -2.666 2.911  0.00
C 1.576 -3.825 -2.295  0.02
C 5.389 -5.282 1.970  0.00
C 2.067 -3.440 -1.062  0.00
C -5.069 -2.764 0.152  0.00
C -4.464 3.281 -1.360  0.00
C 1.460 -0.012 -1.820  0.04
C 0.048 -2.131 -0.620  0.00
H 2.283 1.875 1.302  0.00
H -5.241 3.588 -2.060  0.00
H 3.973 -6.470 3.057  0.00
H 0.985 1.189 0.275  0.00
H 2.178 -4.460 -2.930  0.00
H -0.972 0.364 -4.712  0.00
H -1.417 -2.264 -2.188  0.00
H -5.092 -2.768 -0.927  0.00
H 3.997 2.601 3.990  0.00
H 0.117 0.944 3.818  0.00
H -1.549 -1.775 2.067  0.00
H 2.128 -4.846 2.737  0.00
H -5.039 -2.616 3.991  0.00
H -1.236 -2.512 4.237  0.00
H -6.614 -4.114 2.833  0.00
H 2.915 -0.651 -3.218  0.00
H 6.566 -3.921 0.816  0.00
H -6.688 -4.138 0.367  0.00
H 4.464 -1.157 2.173  -0.01
H -0.079 -3.729 -3.640  0.00
H -3.490 -1.203 2.710  0.00
H 1.344 -0.485 -5.170  0.00
H 0.728 3.229 2.296  0.00
H -4.926 2.916 -0.441  0.00
H -1.561 4.432 1.436  0.00
H 5.219 0.795 3.142  0.01
H -3.817 4.125 -1.127  0.00
H 6.201 -5.980 2.105  0.00
H 2.292 -0.379 5.271  0.00
H 1.678 2.595 4.498  0.01
H 2.142 -0.071 -0.976  0.00
H -1.425 3.855 3.109  0.00
H -3.054 -0.584 -3.406  0.00
H 4.703 -2.355 0.428  0.00
H -5.181 1.030 -2.808  0.00
H 0.771 -2.252 5.541  0.00
H -2.807 3.369 2.108  0.00
H 3.044 -3.789 -0.760  0.00

The value obtained for the HOMO-LUMO gap (spin up / spin down) is 0.22078 / 0.22858 Eh. The value obtained for the total energy is -106704.3875 eV. Its spin multiplicity is 3. As for the expectation value of S²: 2.06. Its energy above the lowest of the compared OMol25 structures with the same formula, charge and spin is 89.9 kcal/mol. The calculation puts the LUMO energy (spin up / spin down) at -0.012 / -0.030 Ha.



# 3
Density functional theory data (ωB97M-V/def2-TZVPD) for 2 unconnected molecules or ions with the total composition C4H6I2 at a distorted geometry.

Last column: Löwdin charge in e.
Element x y z (Å)
I 2.577 0.174 0.618  0.86
I -2.384 0.272 0.487  0.89
C 0.587 0.834 0.352  -0.89
C -0.121 -1.701 -0.196  -0.28
C 0.306 2.107 0.508  -0.10
C -0.386 -0.214 -0.030  -0.83
H -0.433 -2.411 0.686  0.11
H -0.718 2.247 0.380  -0.04
H -0.917 -2.114 -0.907  0.07
H -0.407 0.114 -2.140  0.18
H 0.811 -2.015 -0.537  0.00
H 1.085 2.710 0.779  0.03

The value obtained for the HOMO-LUMO gap (spin up / spin down) is 0.30600 / 0.28011 Eh. The value obtained for the total energy is -20441.4729 eV. Its energy above the lowest of the compared OMol25 structures with the same formula, charge and spin is 88.1 kcal/mol. The calculation puts the LUMO energy (spin up / spin down) at -0.034 / -0.025 Ha.



# 4
Density functional theory data (ωB97M-V/def2-TZVPD) for 3 unconnected molecules or ions with the total composition C20H35BClIO9.

Last column: Löwdin charge in e.
Element x y z (Å)
I -0.668 0.095 -2.749  1.00
Cl -1.580 3.405 -2.288  0.75
O -4.450 -1.404 1.614  0.18
O -0.051 -7.195 3.806  -0.20
O -1.471 -1.023 0.144  0.07
O -1.231 -5.029 5.632  -0.13
O 2.306 3.654 -4.386  -0.19
O 2.677 6.599 -5.157  -0.12
O 0.148 -3.762 3.207  -0.19
O 4.158 4.774 -7.130  -0.20
O -2.532 4.028 0.398  0.11
C 1.659 5.685 -5.525  -0.18
C 4.015 6.133 -5.135  -0.19
C -3.260 -0.270 3.567  -0.15
C 0.259 -3.388 4.567  -0.20
C 4.636 5.950 -6.500  -0.21
C -1.910 2.274 -1.062  -0.65
C -1.340 -7.154 4.394  -0.21
C 2.425 3.090 -3.100  -0.11
C 0.707 -8.311 4.211  -0.12
C -1.826 -5.733 4.556  -0.19
C -3.224 1.882 1.065  0.07
C -1.608 0.971 -1.122  -0.65
C -0.368 -2.731 2.395  -0.11
C 4.139 4.867 -8.535  -0.12
C 0.106 -4.582 5.480  -0.18
C -2.934 0.576 1.011  -0.01
C -1.956 0.081 0.015  -0.41
C -2.571 2.849 0.160  -0.40
C 1.320 4.667 -4.462  -0.21
C -3.914 -1.295 4.496  -0.10
B -3.591 -0.443 2.044  -0.45
H -0.504 -2.643 4.824  0.12
H -3.359 -2.233 4.473  0.06
H 0.356 4.204 -4.717  0.12
H 4.114 5.224 -4.539  0.12
H 4.417 6.830 -7.115  0.13
H -3.920 2.277 1.796  0.14
H -2.167 -0.304 3.627  0.11
H 3.670 3.962 -8.916  0.09
H -2.043 -7.692 3.743  0.13
H -2.887 -5.784 4.810  0.13
H 3.554 5.733 -8.867  0.09
H 1.250 -2.942 4.734  0.13
H 1.886 5.192 -6.473  0.12
H 0.792 -8.358 5.303  0.09
H -0.516 -3.132 1.396  0.09
H -4.252 -1.742 0.732  0.12
H 1.521 2.539 -2.820  0.03
H 0.408 -4.265 6.480  0.13
H 0.769 -5.392 5.171  0.12
H 2.620 3.862 -2.346  0.09
H 1.216 5.176 -3.496  0.13
H -3.868 -0.947 5.530  0.07
H -1.734 -5.183 3.616  0.12
H -3.557 0.749 3.838  0.11
H -1.330 -7.644 5.375  0.13
H 5.152 4.943 -8.947  0.09
H -1.336 -2.385 2.780  0.07
H 1.703 -8.199 3.787  0.09
H 0.269 -9.247 3.846  0.09
H -4.954 -1.476 4.236  0.07
H 5.726 5.871 -6.381  0.13
H 0.320 -1.880 2.336  0.10
H 3.267 2.401 -3.123  0.09
H 4.576 6.924 -4.631  0.13
H 0.771 6.303 -5.673  0.13

The value obtained for the HOMO-LUMO gap is 0.26754 Eh. The value obtained for the total energy is -61031.4978 eV. The calculation puts the LUMO energy at -0.069 Ha.



# 5
Density functional theory data (ωB97M-V/def2-TZVPD) for a molecular structure, C2H3ClS at a distorted geometry.

Last column: Löwdin charge in e.
Element x y z (Å)
Cl -1.140 0.871 0.146  0.59
S 0.027 -1.990 0.307  0.78
C 1.148 -0.740 0.382  -0.44
C -0.112 -0.195 0.991  -1.00
H 0.541 0.955 -2.038  0.03
H -0.413 -0.324 2.051  0.06
H -0.051 1.423 -1.839  -0.02

The value obtained for the HOMO-LUMO gap is 0.30884 Eh. The value obtained for the total energy is -25475.5025 eV. Its energy above the lowest of the compared OMol25 structures with the same formula, charge and spin is 93.7 kcal/mol. The calculation puts the LUMO energy at -0.028 Ha.



# 6
Density functional theory data (ωB97M-V/def2-TZVPD) for a molecular structure, C26H39F2O5Rb at a distorted geometry.

Last column: Löwdin charge in e.
Element x y z (Å)
Rb 1.641 4.540 0.872  0.89
F -0.554 -4.856 -0.133  0.01
F 0.767 -2.251 5.863  0.06
O -2.451 2.454 4.514  0.05
O 0.060 2.617 -0.698  -0.49
O 2.467 2.782 3.191  -0.04
O 2.996 0.024 -1.123  0.06
O 0.938 1.333 -5.059  0.08
C 0.465 -1.834 4.617  -0.29
C 2.878 1.656 2.964  -0.45
C -2.920 -3.006 -2.978  -0.08
C -1.715 3.319 4.034  -0.47
C -1.949 -2.963 -0.729  -0.02
C -1.161 0.128 -5.174  -0.04
C -0.035 0.959 -5.685  -0.52
C 2.355 -0.999 -1.175  -0.51
C 0.079 -0.501 4.421  0.00
C 2.871 -2.175 -0.421  -0.02
C 0.394 -2.309 2.284  -0.08
C -1.371 -4.172 -1.021  -0.25
C -0.067 -0.056 3.099  -0.06
C -0.214 1.374 -7.101  -0.04
C 2.874 1.157 1.516  -0.03
C 0.531 -2.741 3.598  -0.02
C -1.623 1.506 -2.262  -0.11
C 1.059 -1.067 -1.890  0.00
C -2.378 -4.279 -3.196  -0.09
C 0.067 -0.971 2.019  -0.07
C 3.307 0.630 4.031  0.00
C -1.836 3.871 2.650  -0.01
C -1.606 -4.852 -2.233  -0.03
C -2.742 -2.341 -1.735  -0.05
C -1.251 2.110 -0.877  -0.51
C -0.644 3.962 4.932  -0.02
H -1.799 -2.560 0.261  0.10
H -2.022 3.045 1.964  0.09
H -0.263 0.996 2.954  0.10
H -1.321 2.144 -3.092  0.06
H 2.164 1.799 0.995  0.04
H 2.747 -0.292 3.874  0.07
H -1.255 -0.764 -5.794  0.09
H 0.465 2.213 -7.258  0.09
H 3.442 -2.843 -1.065  0.09
H -0.521 3.423 5.871  0.08
H -0.976 -0.230 -4.161  0.05
H 1.217 -1.962 -2.491  0.10
H 3.890 1.093 1.126  0.10
H -1.098 0.552 -2.313  0.02
H -2.612 -4.800 -4.113  0.10
H 2.582 0.108 1.559  0.06
H 0.263 4.111 4.346  0.06
H 0.032 0.561 -7.784  0.09
H -0.865 4.339 2.492  0.03
H -0.020 -0.597 1.010  0.09
H 0.078 0.279 5.168  0.12
H 4.366 0.384 3.960  0.09
H -2.072 0.726 -5.149  0.09
H -1.249 1.626 -7.334  0.08
H 1.985 -2.703 -0.068  0.06
H 0.517 -2.989 1.454  0.08
H 0.901 -0.301 -2.649  0.07
H -2.007 2.873 -0.690  0.06
H -3.199 -1.389 -1.510  0.10
H -3.547 -2.580 -3.747  0.10
H -2.703 1.422 -2.382  0.06
H 0.213 -1.107 -1.204  0.07
H -0.929 4.956 5.277  0.08
H -1.465 1.350 -0.126  0.06
H 3.185 0.978 5.056  0.09
H -2.541 4.690 2.508  0.10
H 3.553 -1.976 0.405  0.09
H 0.864 -3.761 3.720  0.12
H -1.228 -5.863 -2.180  0.12

The value obtained for the HOMO-LUMO gap is 0.21325 Eh. The value obtained for the total energy is -43919.8083 eV. The calculation puts the LUMO energy at -0.019 Ha.



# 7
Density functional theory data (ωB97M-V/def2-TZVPD) for a molecular structure, C27H54N2O5Rb at a distorted geometry.

Last column: Löwdin charge in e.
Element x y z (Å)
Rb -0.420 -0.511 0.168  0.83
O -0.752 -1.049 2.975  -0.03
O -1.587 2.576 0.492  -0.32
O -0.213 -3.444 0.726  0.02
O -1.460 -1.840 -2.033  -0.05
O 2.170 0.693 0.325  -0.39
N -2.652 2.100 -0.300  -0.23
N 3.563 0.837 0.106  -0.20
C -2.088 -3.896 2.095  -0.01
C 3.905 1.558 2.436  -0.04
C 4.403 0.636 1.285  -0.52
C -2.429 -1.867 -4.248  -0.02
C -1.427 -1.325 5.210  -0.01
C 5.422 0.836 -1.468  -0.17
C 3.954 0.441 -1.251  -0.52
C 3.713 -1.052 -1.575  -0.03
C -2.538 2.492 -1.752  -0.47
C 3.196 1.274 -2.305  -0.05
C -4.900 1.201 -0.501  -0.16
C -1.112 2.330 -2.338  -0.03
C -4.612 3.390 0.702  -0.05
C -1.335 -1.704 -3.224  -0.49
C -3.509 1.604 -2.511  -0.17
C 6.289 0.251 -0.354  -0.19
C -3.851 1.249 1.729  -0.05
C 5.868 0.920 0.963  -0.15
C 1.051 -1.709 4.343  0.00
C -3.925 2.013 0.388  -0.52
C -0.808 -4.238 1.408  -0.46
C 4.315 -0.790 1.852  -0.06
C -2.981 3.994 -1.953  -0.04
C -4.928 1.667 -1.935  -0.19
C -0.399 -1.383 4.085  -0.49
C -0.328 -5.706 1.417  -0.02
C 0.011 -1.335 -3.802  -0.01
H 6.276 -0.836 -0.449  0.10
H -2.015 -3.439 3.081  0.07
H -2.383 -1.236 -5.130  0.08
H -3.098 1.662 2.401  0.07
H -3.384 -1.697 -3.740  0.08
H 3.430 2.336 -2.230  0.08
H -3.522 0.220 1.549  0.06
H -5.901 1.194 -0.055  0.11
H 4.882 -0.901 2.784  0.07
H -0.913 -1.084 6.141  0.08
H -1.153 2.398 -3.431  0.08
H -3.903 4.202 -2.500  0.06
H 2.920 1.225 2.765  0.06
H 5.831 0.593 -2.455  0.11
H -0.532 3.193 -2.021  0.08
H 0.355 -5.960 2.230  0.08
H 6.277 1.916 1.140  0.11
H -2.715 -3.234 1.496  0.10
H 1.499 -0.855 4.852  0.10
H -3.684 1.929 -3.544  0.11
H 3.296 -1.037 2.156  0.05
H 0.466 -2.128 -4.397  0.09
H 1.040 -2.553 5.040  0.08
H 4.555 1.339 3.290  0.07
H -4.836 1.243 2.197  0.07
H -2.708 -4.788 2.221  0.08
H -4.936 3.887 -0.210  0.05
H -5.548 0.971 -2.511  0.10
H -4.568 0.159 -0.449  0.11
H -1.953 -2.275 5.332  0.08
H 0.736 -1.067 -3.028  0.06
H 7.346 0.494 -0.515  0.10
H -3.846 3.996 1.196  0.07
H -5.405 3.305 1.449  0.06
H 0.053 -0.398 -4.366  0.09
H 3.957 -1.679 -0.722  0.06
H -2.190 -0.603 4.931  0.09
H 2.673 -1.192 -1.871  0.05
H -2.246 4.560 -2.541  0.06
H 4.689 -1.536 1.150  0.06
H 4.284 -1.295 -2.477  0.07
H -3.068 0.603 -2.497  0.10
H 6.495 0.379 1.689  0.10
H -0.697 1.351 -2.113  0.04
H 3.857 2.600 2.131  0.08
H 2.114 1.154 -2.243  0.06
H 5.452 1.929 -1.484  0.11
H 0.011 -6.038 0.439  0.08
H -5.328 2.669 -2.084  0.09
H 3.539 0.915 -3.282  0.07
H 1.526 -1.989 3.408  0.08
H -1.123 -6.422 1.658  0.07
H -2.947 4.521 -1.000  0.07
H -2.565 -2.914 -4.535  0.09

The value obtained for the HOMO-LUMO gap is 0.12800 Eh. The value obtained for the total energy is -42744.2804 eV. The net charge is -1. The calculation puts the LUMO energy at 0.063 Ha.



Question: Which formula does entry 5 have?
Answer: C2H3ClS